The following is a DFT calculation (ωB97M-V with the def2-TZVPD basis set) of a 2-piece molecular cluster, C40H42BNO4 overall at a distorted geometry.

Geometry as ORCA input:
```
! wB97M-V def2-TZVPD RIJCOSX def2/J DEFGRID3
* xyz 0 1
C 8.7995 -1.9230 2.3757
C 7.5699 -1.8739 3.1191
C 7.3165 -1.8408 4.4659
C 5.9120 -1.6123 4.6082
C 5.4036 -1.4739 3.3348
B 3.9527 -1.0116 2.8551
C 2.9196 -1.0948 4.0242
C 1.9784 -2.0201 4.4017
C 1.4952 -1.6354 5.6964
C 2.1710 -0.4867 6.0375
C 2.2943 0.3016 7.2466
O 2.9948 -0.1214 4.9943
C 4.0564 0.4991 2.5020
C 5.0589 1.3182 2.0270
C 4.4528 2.5669 1.6859
C 3.1197 2.4579 2.0226
C 1.9086 3.2097 1.7817
O 2.8989 1.2257 2.5855
C 3.9151 -2.0471 1.7003
C 3.5599 -1.9622 0.3818
C 3.5013 -3.3004 -0.1188
C 3.9092 -4.1180 0.9115
C 3.9235 -5.5509 1.1288
O 4.2249 -3.3411 2.0002
O 6.3926 -1.7175 2.4270
H 9.6096 -2.1289 3.0772
H 8.7937 -2.6967 1.6063
H 9.0172 -0.9723 1.8775
H 8.0385 -1.9323 5.2664
H 5.3447 -1.5237 5.5299
H 1.6694 -2.8806 3.8138
H 0.7721 -2.1707 6.3025
H 1.5121 0.0219 7.9597
H 3.2691 0.1351 7.7275
H 2.2174 1.3682 7.0124
H 6.1068 1.0519 1.9011
H 4.9436 3.4130 1.2176
H 2.1316 4.2047 1.3904
H 1.2774 2.6806 1.0519
H 1.3289 3.3044 2.7072
H 3.3111 -1.0445 -0.1414
H 3.1745 -3.6069 -1.1043
H 3.6508 -6.0680 0.2006
H 4.9156 -5.8890 1.4572
H 3.1973 -5.8169 1.9131
C -4.1985 3.7203 -0.0316
C -2.7684 3.6969 -0.5611
C -2.4722 5.0596 -1.1964
C -1.7263 3.4096 0.5083
C -2.6974 2.5955 -1.6084
N -2.6135 2.9276 -2.9157
C -2.5413 1.7966 -3.7236
C -2.6615 0.6793 -2.8775
C -2.7329 -0.5743 -3.4829
C -2.6739 -0.6724 -4.8820
C -2.4898 0.4561 -5.6929
C -2.4564 1.7273 -5.1075
C -2.7014 1.1618 -1.4804
C -2.6634 0.3244 -0.3130
C -3.5305 -0.8097 -0.1624
C -4.5952 -1.0892 -1.0726
C -5.2729 -2.3005 -1.0669
C -4.9239 -3.3050 -0.1485
C -5.5054 -4.6868 -0.2043
C -4.0422 -2.9643 0.8838
C -3.4058 -1.7388 0.9109
H -4.5151 2.7522 0.3680
H -4.2829 4.4690 0.7611
H -4.8991 3.9992 -0.8304
H -1.4881 5.0888 -1.6810
H -3.2412 5.3486 -1.9247
H -2.4764 5.8268 -0.4110
H -0.7335 3.3185 0.0503
H -1.6673 4.2188 1.2436
H -1.9489 2.4891 1.0476
H -2.6669 3.8658 -3.2946
H -2.8764 -1.4523 -2.8579
H -2.7840 -1.6513 -5.3451
H -2.3611 0.3407 -6.7645
H -2.3502 2.6310 -5.7059
H -1.9305 0.5203 0.4891
H -4.8543 -0.3275 -1.8054
H -6.0862 -2.4822 -1.7745
H -5.1036 -5.2989 0.6163
H -6.6035 -4.7053 -0.1331
H -5.2315 -5.1794 -1.1483
H -3.8936 -3.6839 1.6903
H -2.7608 -1.4670 1.7365
*
```

Results
DFT total energy (Eh): -1929.82106
Relative energy (zero: lowest compared OMol25 entry of this formula, charge and spin) (kcal per mole): 20.7
LUMO level (hartree): -0.132
Maximum force (eV Å⁻¹): 2.86

***

The following is a DFT calculation (ωB97M-V with the def2-TZVPD basis set) of C30H31N8O13S2Y as an isolated structure at a distorted geometry.

Geometry as ORCA input:
```
! wB97M-V def2-TZVPD RIJCOSX def2/J DEFGRID3
* xyz -2 1
Y 0.6309 0.5490 -0.2817
O -5.3412 0.9367 5.3111
N -4.8676 0.1089 4.5137
O -5.3142 -1.0473 4.4494
C -3.8376 0.5319 3.6542
C -3.6084 1.8893 3.5630
C -2.6656 2.4269 2.6684
C -2.4059 3.8091 2.5814
C -1.4888 4.2537 1.6691
C -0.8295 3.3239 0.8563
N -1.0514 2.0254 0.9152
C -1.9352 1.5666 1.8099
C -2.0902 0.1381 1.9637
N -1.2982 -0.6444 1.2166
C -1.2995 -1.9397 1.4493
C -2.1213 -2.5450 2.3978
C -3.0132 -1.7743 3.1066
C -3.0212 -0.3863 2.9026
H -4.1851 2.5538 4.1904
H -2.9181 4.4907 3.2474
H -1.2486 5.2997 1.5761
H -0.1090 3.6639 0.1267
H -0.6042 -2.5335 0.8776
H -2.0536 -3.6105 2.5682
H -3.6846 -2.2160 3.8265
N -2.5001 0.2183 -1.1962
C -2.9951 1.1208 -2.2279
C -2.5687 2.5584 -1.9570
C -1.0355 2.7486 -2.1560
O -0.6655 3.8414 -2.5911
O -0.2899 1.7697 -1.8659
H -2.2623 -0.6710 -1.6195
H -3.1967 0.0754 -0.4724
H -4.0993 1.0767 -2.3092
H -2.5693 0.8002 -3.1810
H -2.8122 2.8247 -0.9267
H -3.0853 3.2499 -2.6274
C 3.2051 -1.9882 2.2996
O 2.7663 -1.0295 3.2370
C 1.7973 -0.1059 2.7454
O 1.3175 -0.3725 1.5933
N 0.8814 -0.0771 3.8768
N -0.2167 0.8361 3.7501
H 3.6498 -2.7909 2.8897
H 3.9510 -1.5558 1.6268
H 2.3604 -2.3627 1.7155
H 1.4876 0.1846 4.6587
H 0.1267 1.7613 3.4559
H -0.6191 0.9160 4.6804
O 0.8488 -3.1402 -0.2689
C 0.5681 -2.7148 -1.3866
N 0.2538 -1.4551 -1.6918
S -0.0424 -1.2829 -3.2938
O -1.4551 -1.1395 -3.5765
O 0.8426 -0.3843 -3.9661
C 0.3067 -3.0032 -3.7569
C 0.2261 -3.7016 -4.9406
C 0.4222 -5.0781 -4.9095
C 0.6873 -5.7292 -3.7121
C 0.7548 -5.0198 -2.5240
C 0.5552 -3.6477 -2.5627
H 0.0121 -3.1872 -5.8658
H 0.3606 -5.6513 -5.8239
H 0.8310 -6.8021 -3.7118
H 0.9436 -5.5002 -1.5777
C 2.4921 3.1384 -2.0444
C 3.0499 1.7819 -2.2354
C 4.1525 1.4708 -3.0501
C 4.4293 0.1309 -2.8464
C 3.4767 -0.3217 -1.9197
C 3.4449 -1.6766 -1.3047
N 2.6283 0.6728 -1.5673
H 3.1374 3.8738 -2.5246
H 2.4162 3.3544 -0.9766
H 1.4831 3.2126 -2.4607
H 4.6744 2.1592 -3.6919
H 5.2126 -0.4624 -3.2830
H 4.4449 -1.9512 -0.9589
H 3.1253 -2.4355 -2.0269
H 2.7614 -1.6780 -0.4573
O 2.5694 1.1771 2.7761
S 2.1148 2.4970 2.0432
O 0.9958 3.0788 2.7779
O 1.7336 2.1718 0.6640
O 3.2775 3.3459 2.1002
*
```

Results
DFT total energy (Eh): -3412.92099
Relative energy (zero: lowest compared OMol25 entry of this formula, charge and spin) (kcal per mole): 62.6
LUMO level (hartree): 0.094
Maximum force (eV Å⁻¹): 2.74

***

The following is a DFT calculation (ωB97M-V with the def2-TZVPD basis set) of C15H40As3F18N5O5 as an isolated structure at a distorted geometry.

Geometry as ORCA input:
```
! wB97M-V def2-TZVPD RIJCOSX def2/J DEFGRID3
* xyz 2 1
C 4.8854 0.0705 7.2149
C 3.7497 0.3055 8.1036
O 2.6023 0.1115 8.1107
N 4.3453 0.7171 9.5085
H 3.7136 0.2672 10.1259
H 5.3333 0.3853 9.5785
C 4.1949 2.1851 9.7926
H 5.4022 0.9956 7.0075
H 4.5346 -0.3783 6.2324
H 5.6425 -0.5708 7.7018
H 4.2995 2.3535 10.8755
H 3.1395 2.2677 9.4796
H 4.7176 2.8359 9.1580
C 0.8586 -4.1269 2.3350
C 1.7475 -4.5048 1.1940
O 2.8726 -4.8911 1.1855
N 1.0412 -4.3853 -0.1634
H 0.0526 -4.4732 -0.2647
H 1.0848 -3.3639 -0.4106
C 1.6895 -5.1359 -1.2690
H 0.9834 -4.8636 3.1161
H -0.1673 -4.1378 2.0545
H 1.0407 -3.1756 2.8306
H 2.6485 -4.7477 -1.5681
H 1.0187 -5.2054 -2.1584
H 1.7789 -6.1748 -0.9068
C -4.1166 -2.5908 -1.2390
C -2.7198 -2.7901 -1.6270
O -1.8928 -3.5498 -1.1393
N -2.2462 -1.7295 -2.6789
H -2.8583 -0.9126 -2.6573
H -1.2422 -1.5147 -2.3790
C -2.2970 -2.4110 -4.0318
H -4.7371 -3.2592 -1.8522
H -4.4543 -1.5517 -1.4329
H -4.1761 -2.8947 -0.2016
H -3.3138 -2.7875 -4.2550
H -1.4212 -3.0512 -3.9148
H -2.1690 -1.7315 -4.8613
C -2.4374 5.5442 -0.5052
C -2.2866 4.4879 0.5616
O -1.9082 4.6402 1.6617
N -2.6967 3.1175 0.1080
H -2.8512 3.1476 -0.8905
H -1.9738 2.4326 0.2364
C -3.9916 2.6329 0.7841
H -3.4366 5.6723 -0.9672
H -1.6750 5.4089 -1.2816
H -2.2664 6.4137 0.0740
H -4.6578 3.4684 0.6750
H -3.7099 2.4513 1.8377
H -4.2979 1.7385 0.2454
C 2.0922 2.4391 -1.3400
C 1.3982 2.9454 -2.5681
O 1.0818 4.0661 -2.7884
N 1.0906 1.9264 -3.6441
H 1.6835 1.0570 -3.5525
H 0.1612 1.6008 -3.2821
C 0.9439 2.3215 -5.1045
H 2.7721 1.6480 -1.6768
H 1.3552 1.9107 -0.6330
H 2.4639 3.2295 -0.6519
H 0.4486 1.5259 -5.5800
H 1.9559 2.5300 -5.4965
H 0.3203 3.1485 -5.1026
As 1.7638 -1.9219 -3.9456
F 2.0436 -1.4872 -5.5867
F 0.6729 -3.1027 -4.5045
F 1.2424 -2.1780 -2.2952
F 2.7725 -0.6038 -3.4204
F 0.3170 -0.7320 -3.9491
F 3.0570 -2.9885 -3.7408
As -3.3182 1.8600 -3.7029
F -3.3477 0.4105 -4.5671
F -1.5590 1.6001 -3.4665
F -3.1705 3.1646 -2.6639
F -4.9899 2.1801 -3.8764
F -3.6532 1.0085 -2.1375
F -2.8744 2.8995 -5.0161
As -0.5553 -0.4651 0.7814
F -2.1468 -1.0276 0.3022
F 0.0934 -2.0589 0.4179
F 1.0102 0.1864 1.1667
F -1.3257 1.0851 1.0078
F -0.8653 -0.9139 2.4060
F -0.3105 -0.0050 -0.9222
*
```

Results
DFT total energy (Eh): -9750.27351
LUMO level (hartree): -0.196
Maximum force (eV Å⁻¹): 3.26

***

Q: Which HOMO-LUMO gap values were calculated for the entries above? A: 1.76 3.27 9.92, in eV.